An isolated ion of composition C4H8NO2 and charge -1 at a distorted geometry, computed with ωB97M-V/def2-TZVPD.

Cartesian coordinates (Å):
C (2.25356, -0.01079, 2.03208)
C (0.84922, 0.12376, 1.42496)
C (0.96932, 0.51146, -0.06285)
N (-0.25484, 0.75819, -0.77731)
C (-1.26319, -0.28794, -0.94010)
O (-2.35200, 0.11182, -1.38810)
O (-0.81270, -1.43697, -0.74047)
H (2.58038, 0.87999, 2.57091)
H (2.29817, -0.82794, 2.75563)
H (2.97997, -0.21622, 1.24663)
H (0.24337, 0.86406, 1.94785)
H (0.30421, -0.81761, 1.47360)
H (1.50683, 1.46836, -0.11080)
H (1.57369, -0.25927, -0.54032)
H (-0.55712, 1.71684, -0.71147)

Charge: -1
LUMO energy in eV: 3.896
F_max in eV Å⁻¹: 1.444
Gap between HOMO and LUMO in eV: 7.93
HOMO level in eV: -4.03
DFT total energy in Eh: -362.5184
Structure (SMILES): CCCNC(=O)[O-]

***

C4H8NO2 as an isolated structure at a distorted geometry, computed with ωB97M-V/def2-TZVPD.

Cartesian coordinates (Å):
O (0.69675, -2.06868, -1.10447)
C (0.26180, -1.01561, -0.68143)
N (0.34690, 0.27652, -1.02959)
C (-0.63054, 1.97858, -1.13906)
O (-0.13627, 2.99269, -0.57493)
C (-0.47101, -1.03765, 0.64280)
C (0.60095, -0.67011, 1.66233)
H (1.01793, 0.35436, -1.83720)
H (-1.48371, 1.44902, -0.77303)
H (-0.66847, 1.89911, -2.28266)
H (-1.17517, -0.23232, 0.55367)
H (-0.98978, -2.03166, 0.94911)
H (0.27814, -0.09165, 2.52676)
H (1.34094, -0.20847, 1.01904)
H (1.01153, -1.59413, 2.06866)

Charge: -1
LUMO energy in eV: 4.248
F_max in eV Å⁻¹: 3.679
Gap between HOMO and LUMO in eV: 8.72
HOMO level in eV: -4.47
DFT total energy in Eh: -362.4355